[1]
10
Properties=species:S:1:pos:R:3:forces:R:3 method="wB97M-V/def2-TZVPD" spin_multiplicity=1 homo_lumo_gap_ev=10.345 lumo_energy_ev=0.68 energy_ev=-9212.5693
C -0.3225 0.5704 0.6312 1.5 0.2 -0.8
C -2.4850 -1.8376 1.2761 -1.2 0.4 -0.9
N 0.6218 1.4801 0.8419 -0.7 -0.5 -0.1
N -2.7353 -0.6680 1.0932 -1.1 -1.7 0.6
O 0.1397 -0.4315 -0.2153 1.1 3.0 1.5
O -2.4717 -3.0011 1.3291 0.5 -0.4 0.5
H 0.5007 2.2816 1.4262 -0.8 0.0 0.3
H 1.5175 1.4909 0.4213 1.0 -0.5 -0.7
H -0.5948 -0.9912 -0.1849 -1.6 -1.9 -0.5
H -2.0560 0.0226 0.8723 1.2 1.4 0.1

***

[2]
57
Properties=species:S:1:pos:R:3:forces:R:3 method="wB97M-V/def2-TZVPD" spin_multiplicity=1 homo_lumo_gap_ev=9.970 lumo_energy_ev=0.48 energy_ev=-44364.0577 smiles="CC[C@H](C)[C@@H](CC(=O)N[C@@]1(CO)CC[C@H](C)C1)NC(=O)c1cncc(Cl)c1"
C 1.8681 5.3775 -0.6541 0.0 0.0 0.1
C 1.5773 3.8984 -0.4111 0.1 0.0 -0.1
C 0.1574 3.6123 0.0801 -0.1 0.2 -0.1
C -0.1407 4.3370 1.3914 -0.1 0.0 0.0
C -0.0952 2.1054 0.2001 0.3 0.0 0.5
C -1.5190 1.7644 0.6402 -0.6 0.1 0.3
C -1.8270 0.3031 0.3770 0.1 0.1 -0.2
O -2.3071 -0.0430 -0.6977 -0.2 0.0 0.0
N -1.4350 -0.5604 1.3293 0.2 0.1 0.3
C -1.5225 -2.0180 1.2587 -0.1 -0.3 0.0
C -2.9741 -2.4616 1.2745 -0.3 0.0 -0.2
O -3.5764 -2.0601 2.4999 0.2 0.0 0.1
C -0.7587 -2.5525 0.0451 0.2 -0.1 -0.3
C 0.7199 -2.4695 0.4406 -0.1 0.2 0.0
C 0.7579 -2.6468 1.9757 0.1 0.0 0.0
C 1.4582 -3.9282 2.4158 0.0 0.0 0.0
C -0.7149 -2.5907 2.4311 0.1 0.1 0.1
N 0.1759 1.3839 -1.0220 -0.1 0.1 -0.4
C 1.2615 0.6069 -1.2172 0.3 -0.1 0.1
O 2.2420 0.6256 -0.4903 0.0 0.1 0.0
C 1.1880 -0.3256 -2.3878 -0.1 -0.1 -0.2
C 2.3584 -0.7075 -3.0328 0.1 -0.1 -0.1
N 2.3902 -1.5491 -4.0639 -0.2 0.1 0.1
C 1.2349 -2.0614 -4.4812 0.1 -0.1 -0.1
C 0.0173 -1.7571 -3.8911 0.3 0.1 0.1
Cl -1.4393 -2.4815 -4.4686 -0.1 -0.1 0.0
C -0.0110 -0.8734 -2.8281 -0.2 0.1 -0.1
H 2.8421 5.4978 -1.1282 0.0 0.0 0.0
H 1.1213 5.8255 -1.3139 0.0 0.0 0.0
H 1.8885 5.9514 0.2729 0.0 0.0 0.0
H 1.7484 3.3644 -1.3484 -0.1 -0.1 0.0
H 2.3021 3.4879 0.2980 0.0 0.0 0.0
H -0.5350 3.9992 -0.6810 0.0 0.0 0.0
H 0.5138 3.9858 2.1940 0.0 0.0 0.0
H 0.0062 5.4110 1.2892 0.1 0.0 0.0
H -1.1742 4.1996 1.7120 0.0 0.0 0.0
H 0.5857 1.7123 0.9613 0.2 0.0 -0.1
H -1.6633 1.9989 1.6964 0.1 0.1 0.0
H -2.2487 2.3479 0.0745 0.0 0.0 0.0
H -1.1743 -0.1826 2.2262 0.0 0.1 -0.1
H -3.5020 -2.0116 0.4291 0.1 0.0 0.0
H -3.0302 -3.5500 1.1595 0.1 0.0 0.1
H -4.5278 -2.0541 2.3815 -0.1 0.0 0.0
H -1.0446 -3.5930 -0.1308 -0.1 0.0 0.1
H -0.9752 -2.0058 -0.8719 -0.1 -0.1 0.3
H 1.3127 -3.2179 -0.0863 0.1 0.0 0.0
H 1.1290 -1.4948 0.1658 0.0 -0.1 0.1
H 1.2967 -1.8042 2.4150 0.0 0.0 0.0
H 0.9718 -4.8089 1.9887 0.0 0.0 0.0
H 2.5006 -3.9324 2.0942 0.0 0.0 0.0
H 1.4463 -4.0331 3.5029 0.0 0.0 0.0
H -0.8350 -1.9963 3.3403 -0.1 -0.1 0.0
H -1.0849 -3.5904 2.6702 0.0 0.0 -0.1
H -0.5963 1.2879 -1.6637 0.0 0.0 0.0
H 3.3134 -0.3204 -2.7033 0.0 0.1 0.1
H 1.2830 -2.7496 -5.3160 -0.1 0.0 0.0
H -0.9562 -0.6529 -2.3415 0.1 0.1 -0.1

***

[3]
7
Properties=species:S:1:pos:R:3:forces:R:3 method="wB97M-V/def2-TZVPD" spin_multiplicity=1 homo_lumo_gap_ev="6.828 / 6.798" lumo_energy_ev="-2.98 / -3.00" energy_ev=-29778.9962
C -0.6728 -0.9811 0.1919 0.1 1.8 1.2
N -0.4092 0.0291 0.7131 0.0 -0.4 0.1
N -1.2436 -1.9495 -0.3476 -0.9 -2.1 -1.3
O 2.0332 1.2204 0.2023 -0.6 0.9 0.0
O 0.3481 2.9265 -0.5672 1.2 -1.7 1.9
S -1.4837 -3.4418 -0.6237 0.2 0.3 0.1
S 0.9669 2.1429 0.5239 -0.1 1.2 -2.0